Entry 1:
{"formula": "C18H33HgO21S4", "method": "ωB97M-V/def2-TZVPD", "symbols": ["Hg", "C", "C", "O", "H", "H", "H", "H", "H", "C", "C", "O", "S", "O", "O", "O", "H", "H", "H", "H", "C", "C", "O", "S", "O", "O", "O", "H", "H", "H", "H", "C", "C", "O", "S", "O", "O", "O", "H", "H", "H", "H", "C", "C", "O", "S", "O", "O", "O", "H", "H", "H", "H", "O", "C", "O", "C", "C", "C", "H", "H", "H", "H", "H", "H", "O", "C", "O", "C", "C", "C", "H", "H", "H", "H", "H", "H"], "xyz": [[-3.988, 1.165, 1.585], [0.019, 1.723, 0.316], [-0.704, 0.361, 0.263], [-2.075, 0.368, 0.526], [-0.618, 2.498, -0.110], [0.991, 1.665, -0.174], [0.103, 1.966, 1.375], [-0.028, -0.222, 0.889], [-0.520, -0.202, -0.652], [-1.675, -3.839, 1.979], [-1.179, -3.551, 0.584], [-0.343, -4.681, 0.275], [-0.521, -5.961, 1.320], [0.604, -6.124, 2.166], [-1.134, -7.130, 0.771], [-1.634, -5.178, 2.215], [-2.710, -3.502, 2.044], [-1.184, -3.448, 2.870], [-0.641, -2.610, 0.464], [-1.977, -3.596, -0.158], [1.769, -0.570, 5.231], [0.966, -0.433, 3.957], [1.871, -0.374, 2.918], [3.183, 0.555, 3.364], [2.860, 1.990, 3.343], [4.441, 0.123, 2.793], [2.997, 0.041, 4.961], [1.964, -1.614, 5.478], [1.275, -0.031, 6.039], [0.420, 0.510, 3.994], [0.219, -1.226, 3.983], [2.423, -1.609, -3.319], [1.503, -1.064, -2.295], [2.110, -1.152, -0.977], [3.301, -2.312, -1.040], [2.689, -3.621, -0.635], [4.520, -1.835, -0.309], [3.519, -2.208, -2.679], [2.810, -0.667, -3.706], [1.983, -2.261, -4.072], [0.623, -1.703, -2.372], [1.383, 0.019, -2.293], [1.358, 5.464, -3.850], [1.231, 4.338, -2.736], [1.765, 3.207, -3.437], [1.323, 3.109, -5.020], [0.167, 2.184, -5.158], [2.531, 2.872, -5.873], [0.873, 4.741, -5.038], [2.359, 5.701, -4.210], [0.703, 6.333, -3.779], [0.283, 3.919, -2.400], [1.944, 4.555, -1.941], [-0.470, -3.612, -3.841], [-1.624, -3.466, -3.494], [-2.536, -4.484, -3.580], [-3.772, -3.950, -3.081], [-3.741, -2.426, -3.155], [-2.265, -2.187, -2.922], [-3.854, -4.369, -2.078], [-4.673, -4.354, -3.542], [-4.493, -2.017, -2.480], [-4.099, -2.124, -4.139], [-2.000, -2.160, -1.865], [-1.893, -1.294, -3.425], [-2.855, 2.700, 2.869], [-1.948, 3.506, 3.048], [-1.457, 4.342, 2.132], [-0.253, 4.989, 2.475], [0.137, 4.125, 3.683], [-1.122, 3.698, 4.314], [-0.502, 6.009, 2.769], [0.421, 4.987, 1.618], [0.795, 4.837, 4.180], [0.662, 3.257, 3.284], [-1.448, 4.556, 4.901], [-1.162, 2.754, 4.859]], "mulliken_spin": [-0.02, 0.03, 0.03, 0.74, 0.00, 0.00, 0.01, 0.12, 0.08, 0.00, 0.01, 0.00, 0.00, 0.00, 0.00, 0.00, 0.00, 0.00, 0.00, 0.00, 0.00, 0.00, 0.00, 0.00, 0.00, 0.00, 0.00, 0.00, 0.00, 0.00, 0.00, 0.00, 0.00, 0.01, 0.00, 0.01, 0.00, 0.00, 0.00, 0.00, 0.00, 0.00, 0.00, 0.00, 0.00, 0.00, 0.00, 0.00, 0.00, 0.00, 0.00, 0.00, 0.00, -0.02, 0.00, 0.00, 0.00, 0.00, 0.00, 0.00, 0.00, 0.00, 0.00, 0.00, 0.00, -0.01, 0.00, 0.00, 0.00, 0.00, 0.00, 0.00, 0.00, 0.00, 0.00, 0.00, 0.00], "s2": 0.92, "gap_ev": [1.92, 1.89], "energy_ev": -109683.105, "charge": 2, "e_lumo_ev": [-12.901, -12.924], "multiplicity": 2, "homo_ev": [-14.819, -14.812]}

Entry 2:
{"formula": "C22H50O3P2SW", "method": "ωB97M-V/def2-TZVPD", "symbols": ["W", "C", "O", "C", "O", "P", "C", "H", "C", "H", "C", "H", "C", "P", "H", "H", "C", "H", "C", "H", "H", "H", "C", "H", "H", "H", "C", "H", "H", "H", "C", "H", "H", "H", "C", "H", "H", "H", "C", "H", "H", "H", "C", "H", "H", "H", "C", "H", "C", "H", "H", "C", "H", "H", "H", "C", "H", "H", "H", "C", "H", "H", "H", "C", "H", "H", "H", "H", "H", "C", "S", "C", "O", "H", "H", "H", "H", "H", "H"], "xyz": [[0.030, 0.039, -0.440], [-0.949, -0.020, -2.062], [-1.573, -0.067, -3.100], [-1.544, -0.431, 0.790], [-2.477, -0.714, 1.456], [0.595, -2.373, -0.705], [1.284, -3.266, 0.776], [1.399, -4.327, 0.480], [-0.788, -3.500, -1.326], [-1.657, -3.133, -0.759], [1.933, -2.627, -1.999], [2.768, -2.046, -1.581], [0.330, 3.465, -1.647], [-0.491, 2.496, -0.264], [-0.481, 4.336, 1.315], [1.396, 3.274, -1.460], [-2.304, 2.998, -0.427], [-2.219, 4.026, -0.815], [-1.106, -3.391, -2.821], [-0.564, -4.154, -3.398], [-0.875, -2.415, -3.248], [-2.180, -3.574, -2.977], [-0.583, -4.974, -0.952], [-1.160, -5.606, -1.641], [-0.918, -5.186, 0.068], [0.468, -5.267, -1.032], [2.411, -4.072, -2.209], [2.650, -4.589, -1.277], [3.324, -4.062, -2.825], [1.664, -4.661, -2.755], [1.555, -1.999, -3.339], [2.457, -1.626, -3.841], [0.864, -1.157, -3.216], [1.083, -2.728, -4.009], [2.660, -2.726, 1.171], [3.481, -3.283, 0.692], [2.795, -2.807, 2.258], [2.765, -1.674, 0.895], [0.311, -3.204, 1.946], [0.240, -2.173, 2.331], [0.661, -3.839, 2.774], [-0.702, -3.518, 1.679], [0.106, 4.986, -1.637], [-0.036, 5.397, -0.635], [-0.761, 5.260, -2.252], [0.983, 5.482, -2.080], [-0.014, 2.891, -3.019], [-1.083, 2.991, -3.243], [-0.199, 2.597, 2.519], [0.252, 1.833, -3.097], [0.538, 3.439, -3.797], [1.584, 3.747, 1.175], [0.668, 1.969, 2.799], [-0.420, 3.243, 3.367], [-1.057, 1.911, 2.393], [0.095, 3.392, 1.266], [2.004, 3.842, 2.185], [1.759, 4.693, 0.649], [2.143, 2.964, 0.651], [-3.091, 3.041, 0.888], [-3.191, 2.039, 1.321], [-4.108, 3.409, 0.685], [-2.647, 3.697, 1.642], [-3.074, 2.179, -1.461], [-2.499, 2.011, -2.372], [-3.998, 2.713, -1.735], [-3.367, 1.199, -1.062], [0.962, 0.633, 1.261], [1.185, -0.428, 1.144], [-1.266, 0.753, 4.442], [-0.262, -0.304, 3.303], [1.430, -0.070, 3.948], [-0.116, 0.412, 1.821], [-0.693, 1.593, 4.856], [-1.534, 0.095, 5.276], [-2.214, 1.067, 3.979], [1.757, -1.036, 4.400], [2.157, 0.205, 3.180], [1.450, 0.713, 4.732]], "mulliken_spin": [1.55, 0.10, 0.27, 0.17, 0.05, -0.02, 0.02, 0.00, 0.03, 0.00, -0.02, 0.00, 0.01, -0.07, 0.00, 0.00, 0.03, -0.01, 0.00, 0.00, 0.00, 0.00, 0.00, 0.00, 0.00, 0.00, 0.00, 0.00, 0.01, 0.00, 0.02, 0.01, -0.02, 0.00, -0.01, 0.00, 0.00, -0.02, 0.00, 0.00, 0.00, 0.00, 0.00, 0.00, 0.00, 0.00, 0.01, 0.00, 0.01, 0.00, 0.00, -0.01, 0.00, -0.01, 0.01, 0.00, 0.00, 0.00, 0.00, 0.00, 0.00, 0.00, 0.00, 0.01, 0.00, 0.00, 0.00, 0.04, -0.20, -0.01, 0.00, 0.00, 0.05, 0.00, 0.00, 0.00, 0.00, 0.00, 0.00], "s2": 2.32, "gap_ev": [4.34, 4.85], "energy_ev": -60952.583, "charge": 4, "e_lumo_ev": [-17.266, -16.770], "multiplicity": 3, "homo_ev": [-21.610, -21.620]}

Entry 3:
{"formula": "C5H8O3", "method": "ωB97M-V/def2-TZVPD", "symbols": ["C", "C", "C", "C", "O", "O", "C", "O", "H", "H", "H", "H", "H", "H", "H", "H"], "xyz": [[2.608, -0.782, -0.243], [1.029, -1.027, 0.136], [-0.202, -0.541, -0.195], [-1.423, -0.806, 0.604], [-2.469, -0.588, -0.280], [-0.271, 0.839, -1.033], [0.134, 1.713, -0.045], [0.547, 1.309, 1.104], [3.251, -0.946, 0.578], [2.708, 0.078, -1.097], [2.605, -1.708, -1.015], [0.895, -1.944, 0.641], [-1.337, -2.102, 0.549], [-1.256, -0.292, 1.591], [-2.426, 0.267, -0.556], [0.238, 2.824, -0.561]], "nbo_charge": [-0.65, -0.17, 0.24, -0.14, -0.69, -0.55, 0.61, -0.61, 0.24, 0.24, 0.23, 0.20, 0.21, 0.22, 0.46, 0.16], "gap_ev": 9.96, "smiles": "C/C=C(/CO)OC=O", "energy_ev": -11452.141, "e_lumo_ev": 0.781, "homo_ev": -9.182}